Below is C22H26N5OSSr as an isolated structure, with properties calculated with wB97M-V/def2-TZVPD.

```
! RIJCOSX wB97M-V def2-TZVPD def2/J DEFGRID3
* xyz 1 1
Sr 0.116 -0.202 -0.184
C -2.432 -0.502 -2.321
C -1.713 -1.787 -2.611
C -2.211 -2.714 -3.519
C -1.503 -3.878 -3.741
C -0.322 -4.098 -3.050
C 0.117 -3.135 -2.153
N -0.569 -2.003 -1.950
C 1.372 -3.313 -1.355
C 2.120 -4.483 -1.433
C 3.257 -4.605 -0.658
C 3.631 -3.560 0.165
C 2.849 -2.412 0.183
N 1.737 -2.303 -0.555
C 3.212 -1.256 1.058
C 4.500 -1.095 1.545
C 4.761 -0.029 2.393
C 3.738 0.834 2.730
C 2.475 0.630 2.185
C 1.329 1.553 2.480
N 2.232 -0.393 1.356
H -3.374 -0.447 -2.861
H -1.827 0.359 -2.620
H -2.641 -0.414 -1.250
H -3.137 -2.514 -4.039
H -1.864 -4.615 -4.446
H 0.232 -5.007 -3.220
H 1.819 -5.297 -2.072
H 3.844 -5.514 -0.690
H 4.500 -3.648 0.798
H 5.292 -1.772 1.263
H 5.758 0.120 2.785
H 3.907 1.666 3.399
H 1.523 2.146 3.371
H 0.406 0.989 2.629
H 1.174 2.245 1.647
C -1.155 5.639 -0.782
N -1.687 4.568 0.026
C -2.867 4.771 0.862
C -3.047 3.401 1.533
N -2.144 2.554 0.762
C -1.361 3.270 -0.041
S -0.110 2.655 -1.029
H -1.922 6.021 -1.461
H -0.318 5.265 -1.363
H -0.815 6.455 -0.144
H -3.723 5.048 0.240
H -2.695 5.573 1.580
H -4.071 3.040 1.470
H -2.754 3.419 2.584
H -2.009 1.525 0.907
C -2.748 -0.562 1.938
O -1.731 -0.125 1.089
H -2.354 -1.058 2.834
H -3.421 -1.274 1.443
H -3.376 0.270 2.292
*
```

Values from the calculation:
Calculated total energy (hartree): -1631.8397
HOMO energy (eV): -11.129
Energy relative to the best compared isomer or geometry (same formula, charge and spin) (kJ/mol): 0.0
HOMO-LUMO gap (eV): 8.12

Below is C22H26N6O7PtS as an isolated structure, with properties calculated with wB97M-V/def2-TZVPD.

```
! RIJCOSX wB97M-V def2-TZVPD def2/J DEFGRID3
* xyz 0 5
Pt -1.565 0.189 0.457
O -1.487 3.648 -0.417
S -2.508 2.783 0.129
O -3.750 3.386 0.486
O -1.908 1.988 1.330
O -2.713 1.568 -0.826
O 5.234 3.642 -0.221
C 5.190 2.546 0.576
O 6.217 2.033 0.920
C 3.839 2.026 0.954
C 2.636 2.619 0.577
C 1.419 2.059 0.921
C 1.380 0.879 1.663
C 2.585 0.294 2.070
C 3.793 0.863 1.718
N 0.148 0.280 1.916
C -0.114 -0.460 2.979
C -1.380 -1.041 3.102
C -1.792 -1.849 4.192
C -3.048 -2.368 4.225
C -3.951 -2.099 3.162
C -3.521 -1.325 2.128
N -2.274 -0.803 2.091
H 4.341 3.960 -0.400
H 2.601 3.543 0.008
H 0.494 2.546 0.623
H 2.573 -0.645 2.607
H 4.729 0.403 2.009
H 0.603 -0.572 3.785
H -1.080 -2.038 4.985
H -3.362 -2.979 5.061
H -4.963 -2.478 3.164
H -4.168 -1.069 1.300
C 3.717 -0.522 -1.321
N 2.521 0.228 -1.701
C 2.592 1.287 -2.538
C 1.491 1.969 -2.896
C 0.250 1.551 -2.318
N 0.187 0.618 -1.373
C 1.306 -0.144 -1.096
O 1.312 -1.105 -0.348
N -0.891 2.109 -2.727
H 4.526 -0.226 -1.985
H 3.528 -1.587 -1.413
H 3.988 -0.311 -0.287
H 3.578 1.537 -2.910
H 1.537 2.801 -3.584
H -0.844 2.980 -3.225
H -1.720 1.942 -2.156
C -1.100 -2.220 -2.698
C -2.096 -2.251 -1.529
C -2.253 -3.684 -0.993
C -3.449 -1.670 -1.952
N -1.551 -1.460 -0.474
H -1.476 -2.868 -3.492
H -0.121 -2.577 -2.377
H -0.997 -1.205 -3.086
H -2.609 -4.322 -1.803
H -2.975 -3.716 -0.175
H -1.299 -4.068 -0.632
H -3.812 -2.249 -2.802
H -3.359 -0.621 -2.239
H -4.178 -1.743 -1.143
*
```

Values from the calculation:
Calculated total energy (hartree): -2226.5882
HOMO energy (spin up / spin down) (eV): -6.467 / -8.800
Energy relative to the best compared isomer or geometry (same formula, charge and spin) (kJ/mol): 87.0
Expectation value of S²: 6.041
HOMO-LUMO gap (spin up / spin down) (eV): 5.77 / 7.17

Below is a 2-piece molecular cluster, C22H26NO4 overall, with properties calculated with wB97M-V/def2-TZVPD.

```
! RIJCOSX wB97M-V def2-TZVPD def2/J DEFGRID3
* xyz 1 1
H 0.705 0.270 0.107
C -0.477 -2.254 0.324
H -1.026 -1.554 -0.299
C 0.548 -3.017 -0.245
C 0.949 -2.903 -1.690
O 1.901 -3.496 -2.178
O 0.148 -2.082 -2.409
C 0.337 -2.221 -3.847
C -0.532 -1.230 -4.568
C 1.284 -3.861 0.561
N 1.080 -3.836 1.917
C 0.172 -2.995 2.508
C -0.561 -2.136 1.716
C -1.360 -1.066 2.414
O -1.388 -0.941 3.631
O -2.064 -0.275 1.568
C -3.040 0.546 2.270
C -3.783 1.388 1.277
H 1.397 -2.085 -4.104
H 0.033 -3.245 -4.103
H -0.441 -1.417 -5.641
H -1.587 -1.352 -4.304
H -0.232 -0.195 -4.377
H 2.120 -4.430 0.189
H 1.665 -4.401 2.508
H 0.172 -2.924 3.584
H -3.730 -0.142 2.775
H -2.533 1.171 3.020
H -4.604 1.885 1.795
H -3.149 2.161 0.840
H -4.204 0.779 0.475
C 2.581 0.984 -0.387
C 2.895 0.756 -1.893
C 1.593 1.027 -2.576
C 0.586 1.271 -1.713
C 1.050 1.206 -0.278
C 0.524 2.195 0.750
C -0.638 2.936 0.518
C -1.095 3.832 1.482
C -0.412 3.973 2.692
C 0.704 3.170 2.963
C 1.151 2.262 1.999
H 2.849 0.068 0.153
H 3.138 1.817 0.049
H 3.712 1.399 -2.235
H 3.222 -0.285 -2.056
H 1.539 1.037 -3.668
H -0.466 1.452 -1.958
H -1.173 2.816 -0.426
H -2.001 4.415 1.293
H -0.779 4.670 3.451
H 1.215 3.243 3.923
H 2.002 1.611 2.206
*
```

Values from the calculation:
Calculated total energy (hartree): -1209.3981
HOMO energy (eV): -11.163
Energy relative to the best compared isomer or geometry (same formula, charge and spin) (kJ/mol): 0.0
HOMO-LUMO gap (eV): 6.17

Below is C22H27AgF6N6O6S2SeSi as an isolated structure, with properties calculated with wB97M-V/def2-TZVPD.

```
! RIJCOSX wB97M-V def2-TZVPD def2/J DEFGRID3
* xyz -2 1
Ag -0.105 -0.218 0.064
F -2.881 -1.716 4.261
C -1.553 -1.595 4.242
F -1.212 -0.824 5.289
F -1.030 -2.810 4.463
S -0.916 -0.833 2.666
O 0.421 -0.483 3.042
O -1.912 0.160 2.369
N -0.907 -2.081 1.645
S -2.248 -2.250 0.726
O -3.419 -2.580 1.496
O -2.399 -1.283 -0.332
C -1.772 -3.860 -0.124
F -2.338 -4.900 0.503
F -0.476 -4.082 -0.174
F -2.258 -3.837 -1.371
O 0.366 2.041 1.186
N 1.510 2.068 1.737
N 2.407 1.374 1.097
O 2.165 0.712 0.003
C 3.678 1.261 1.698
C 4.528 0.276 1.210
C 5.790 0.135 1.767
C 6.209 0.969 2.794
C 5.344 1.950 3.268
C 4.080 2.103 2.728
H 4.170 -0.365 0.417
H 6.441 -0.643 1.395
H 7.195 0.857 3.224
H 5.655 2.602 4.075
H 3.397 2.853 3.097
C 1.924 3.103 -2.052
N 1.106 3.918 -1.180
C 1.562 4.847 -0.282
C 0.497 5.258 0.438
N -0.598 4.586 -0.042
C -1.881 4.506 0.614
C -0.217 3.724 -1.010
Se -1.273 2.528 -1.913
H 2.935 3.510 -2.038
H 1.517 3.132 -3.061
H 1.926 2.072 -1.674
H 2.597 5.115 -0.220
H 0.425 5.952 1.249
H -1.974 5.361 1.283
H -1.931 3.571 1.176
H -2.671 4.519 -0.135
C 1.001 0.160 -4.255
Si 0.151 -1.292 -3.390
C 0.232 -2.694 -4.682
C -1.682 -0.890 -3.349
N 0.774 -1.560 -1.838
C 1.744 -2.396 -1.439
C 2.164 -2.414 -0.084
C 3.165 -3.235 0.379
C 3.839 -4.118 -0.464
C 3.449 -4.134 -1.795
C 2.444 -3.312 -2.269
H 0.851 0.126 -5.335
H 2.070 0.150 -4.052
H 0.598 1.096 -3.881
H -0.443 -2.426 -5.496
H -0.088 -3.652 -4.277
H 1.226 -2.828 -5.103
H -1.996 -0.540 -4.334
H -1.913 -0.119 -2.624
H -2.272 -1.761 -3.079
H 1.669 -1.739 0.622
H 3.425 -3.186 1.431
H 4.631 -4.759 -0.097
H 3.941 -4.807 -2.494
H 2.190 -3.373 -3.312
*
```

Values from the calculation:
Calculated total energy (hartree): -5867.9756
HOMO energy (eV): -1.126
HOMO-LUMO gap (eV): 5.53

Below is C22H27AsN4O6RuS as an isolated structure, with properties calculated with wB97M-V/def2-TZVPD.

```
! RIJCOSX wB97M-V def2-TZVPD def2/J DEFGRID3
* xyz 1 6
Ru 0.105 0.748 -0.208
O 3.060 -2.513 0.906
As 1.471 -2.445 0.208
O 1.337 -3.542 -0.992
O 1.317 -0.863 -0.408
C 0.259 -2.965 1.628
C 0.385 -4.329 1.874
C -0.380 -4.950 2.854
C -1.291 -4.214 3.589
C -1.436 -2.855 3.348
C -0.666 -2.234 2.377
S -0.937 -0.499 2.169
O -1.854 -0.059 3.164
O 0.388 0.146 2.146
O -1.465 -0.348 0.755
H 3.201 -1.820 1.564
H 1.087 -4.912 1.292
H -0.257 -6.009 3.036
H -1.890 -4.689 4.354
H -2.142 -2.262 3.913
C 1.862 2.854 1.702
N 1.220 2.543 0.409
C 1.247 3.434 -0.531
C 0.571 3.195 -1.751
C 0.406 3.951 -2.901
C -0.411 3.196 -3.756
C -0.709 2.016 -3.091
N -0.118 1.998 -1.875
C 1.035 3.832 2.498
C 1.336 5.189 2.471
C 0.545 6.101 3.156
C -0.556 5.658 3.874
C -0.858 4.304 3.913
C -0.065 3.394 3.230
H 2.855 3.266 1.509
H 1.979 1.919 2.243
H 1.770 4.377 -0.381
H 0.822 4.929 -3.086
H -0.758 3.477 -4.736
H -1.324 1.190 -3.410
H 2.208 5.538 1.927
H 0.793 7.154 3.134
H -1.173 6.367 4.411
H -1.708 3.953 4.482
H -0.295 2.337 3.275
N -0.533 -3.814 -3.817
C -1.346 -3.709 -2.548
C -1.866 -2.286 -2.396
N -0.800 -1.296 -2.462
C -0.066 -1.391 -3.718
C 0.552 -2.766 -3.913
H -1.153 -3.735 -4.625
H -0.104 -4.738 -3.858
H -0.657 -3.962 -1.742
H -2.149 -4.442 -2.616
H -2.374 -2.207 -1.434
H -2.606 -2.060 -3.170
H -0.135 -1.479 -1.718
H 0.733 -0.650 -3.729
H -0.744 -1.146 -4.544
H 1.252 -2.993 -3.109
H 1.028 -2.882 -4.886
*
```

Values from the calculation:
Calculated total energy (hartree): -4253.5756
HOMO energy (spin up / spin down) (eV): -10.762 / -10.735
Energy relative to the best compared isomer or geometry (same formula, charge and spin) (kJ/mol): 1.1
Expectation value of S²: 8.759
HOMO-LUMO gap (spin up / spin down) (eV): 8.18 / 6.27

Below is C22H27AuClIN4O3Sb as an isolated structure, with properties calculated with wB97M-V/def2-TZVPD.

```
! RIJCOSX wB97M-V def2-TZVPD def2/J DEFGRID3
* xyz 1 1
Au -1.008 0.691 0.266
Cl -4.901 -4.888 1.941
C -3.723 -3.858 1.227
C -2.710 -4.401 0.476
C -1.729 -3.596 -0.096
I -0.255 -4.569 -1.233
C -1.702 -2.206 0.044
O -0.828 -1.431 -0.519
C -2.760 -1.654 0.846
N -2.764 -0.320 1.018
C -3.716 0.268 1.698
C -4.765 -0.444 2.284
C -4.796 -1.807 2.150
C -3.783 -2.458 1.419
H -2.675 -5.467 0.315
H -3.650 1.342 1.781
H -5.523 0.087 2.836
H -5.587 -2.392 2.596
N 2.048 3.484 0.237
C 1.716 3.595 -1.082
C 0.944 2.511 -1.372
N 0.815 1.745 -0.250
C 1.485 2.365 0.706
H 2.599 4.141 0.771
H 2.040 4.419 -1.684
H 0.465 2.243 -2.289
H 1.539 2.040 1.727
O -0.413 2.682 3.431
C -1.163 3.085 2.579
C -1.993 4.370 2.628
C -2.574 4.513 1.221
C -2.179 3.217 0.552
O -2.440 2.813 -0.566
N -1.408 2.483 1.385
H -1.363 5.200 2.943
H -2.768 4.237 3.384
H -2.147 5.345 0.661
H -3.657 4.630 1.205
C 4.547 0.185 -0.197
C 3.639 -0.057 -1.379
Sb 1.860 -1.313 -0.927
C 1.443 -1.720 -3.045
C 1.053 -0.463 -3.790
C 2.959 -3.040 -0.053
C 3.932 -3.665 -1.022
H 5.401 0.783 -0.513
H 4.930 -0.749 0.207
H 4.030 0.723 0.597
H 4.156 -0.611 -2.161
H 3.278 0.881 -1.793
H 0.644 -2.449 -3.096
H 2.360 -2.154 -3.442
H 0.144 -0.038 -3.370
H 0.858 -0.709 -4.831
H 1.844 0.285 -3.766
H 2.226 -3.762 0.290
H 3.473 -2.626 0.811
H 3.429 -4.062 -1.900
H 4.432 -4.496 -0.523
H 4.695 -2.957 -1.334
*
```

Values from the calculation:
Calculated total energy (hartree): -2432.8104
HOMO energy (spin up / spin down) (eV): -9.941 / -9.941
Energy relative to the best compared isomer or geometry (same formula, charge and spin) (kJ/mol): 283.5
HOMO-LUMO gap (spin up / spin down) (eV): 4.25 / 4.24

Below is a 3-piece molecular cluster, C22H27F3O3 overall, with properties calculated with wB97M-V/def2-TZVPD.

```
! RIJCOSX wB97M-V def2-TZVPD def2/J DEFGRID3
* xyz 0 1
C 0.423 -5.047 0.910
C 1.418 -3.732 0.932
C 0.707 -2.363 0.302
C -0.663 -2.116 1.169
C -1.457 -0.721 0.834
C -2.359 -0.752 -0.537
O -2.528 -2.084 -1.141
C -3.721 -2.781 -0.637
C 1.889 -1.243 0.572
O 1.902 -0.520 1.695
O 2.816 -1.300 -0.571
C 2.241 -1.990 -1.753
C 0.681 -2.276 -1.335
F 0.058 -3.524 -1.897
H -0.572 -4.828 0.291
H 0.923 -5.980 0.408
H 0.093 -5.256 2.024
H 2.397 -3.991 0.310
H 1.808 -3.538 2.043
H -0.347 -2.059 2.308
H -1.465 -2.989 1.064
H -2.205 -0.514 1.737
H -0.680 0.184 0.877
H -3.368 -0.180 -0.352
H -1.762 -0.097 -1.337
H -3.658 -3.099 0.500
H -3.783 -3.808 -1.243
H -4.741 -2.217 -0.883
H 2.237 -1.366 -2.768
H 2.648 -3.079 -1.941
H 0.062 -1.441 -1.876
F 4.450 4.817 5.130
C 3.958 3.868 4.324
C 4.251 3.906 2.965
C 3.743 2.914 2.125
C 2.938 1.901 2.653
C 2.646 1.875 4.017
C 3.164 2.860 4.858
H 4.871 4.705 2.571
H 3.972 2.930 1.062
H 2.539 1.131 1.997
H 2.017 1.088 4.425
H 2.954 2.850 5.923
F -3.633 1.695 -1.622
C -3.091 2.502 -2.544
C -3.661 3.748 -2.782
C -3.095 4.591 -3.737
C -1.970 4.174 -4.453
C -1.408 2.920 -4.210
C -1.968 2.082 -3.247
H -4.540 4.051 -2.222
H -3.528 5.570 -3.925
H -1.531 4.831 -5.202
H -0.534 2.596 -4.772
H -1.538 1.107 -3.039
*
```

Values from the calculation:
Calculated total energy (hartree): -1379.5882
HOMO energy (eV): -8.701
Structure (SMILES): CC[C@@]1(CCCOC)C(=O)OC[C@H]1F.Fc1ccccc1.Fc1ccccc1
HOMO-LUMO gap (eV): 9.10

Below is C22H27FNO3S4Y as an isolated structure, with properties calculated with wB97M-V/def2-TZVPD.

```
! RIJCOSX wB97M-V def2-TZVPD def2/J DEFGRID3
* xyz 2 1
Y -4.516 -15.852 4.336
C -8.183 -16.026 2.986
C -7.490 -17.329 2.691
S -6.516 -17.971 4.176
C -5.447 -19.290 3.433
C -4.733 -19.028 2.109
S -3.711 -17.525 2.242
C -4.045 -16.588 0.715
C -3.289 -15.271 0.747
S -3.780 -14.199 2.110
C -5.337 -13.426 1.448
C -6.604 -14.305 1.543
S -7.045 -14.599 3.283
H -8.833 -16.100 3.902
H -8.835 -15.771 2.168
H -6.811 -17.234 1.844
H -8.314 -18.029 2.527
H -6.088 -20.176 3.279
H -4.725 -19.504 4.213
H -5.467 -18.911 1.314
H -4.093 -19.923 1.997
H -5.102 -16.454 0.556
H -3.655 -17.174 -0.123
H -3.432 -14.753 -0.156
H -2.203 -15.419 0.936
H -5.140 -12.981 0.466
H -5.543 -12.573 2.156
H -6.594 -15.277 1.037
H -7.421 -13.789 1.081
C -2.301 -16.038 11.560
C -1.514 -16.992 10.651
C -1.368 -18.338 11.335
C -0.453 -19.234 10.473
C -0.941 -19.231 9.051
C -0.487 -20.242 8.215
C -0.932 -20.273 6.928
F -0.557 -21.325 6.136
C -1.841 -19.387 6.422
C -2.317 -18.405 7.296
C -3.116 -17.387 6.784
O -3.458 -17.391 5.510
C -3.488 -16.295 7.578
C -3.078 -16.229 8.869
N -2.271 -17.179 9.386
C -1.841 -18.259 8.585
C -4.340 -15.357 6.745
O -3.674 -14.618 5.916
O -5.526 -15.614 6.546
H -1.802 -15.947 12.584
H -3.318 -16.413 11.579
H -2.434 -15.031 11.160
H -0.549 -16.611 10.398
H -2.313 -18.815 11.450
H -0.898 -18.171 12.311
H -0.530 -20.240 10.863
H 0.568 -18.915 10.563
H 0.156 -21.051 8.594
H -2.175 -19.458 5.387
H -3.371 -15.487 9.582
*
```

Values from the calculation:
Calculated total energy (hartree): -2865.6240
HOMO energy (eV): -13.852
HOMO-LUMO gap (eV): 8.10